Entry a
Below is a single C2H3ClN2O molecule, with properties calculated with ωB97M-V with the def2-TZVPD basis set.

Geometry as ORCA input:
```
! wB97M-V def2-TZVPD RIJCOSX def2/J DEFGRID3
* xyz 0 1
C 0.398 -1.856 0.120
C -0.818 0.243 -0.152
N -0.474 -1.054 -0.084
N 1.188 1.353 0.934
O -0.102 1.183 0.737
Cl 2.079 1.824 -0.501
H 0.187 -2.919 -0.155
H -0.669 0.600 -1.118
H -1.788 0.627 0.220
*
```

* gap between HOMO and LUMO (spin up / spin down): 8.731 / 8.007 eV
* LUMO energy (spin up / spin down): -0.6 / -0.5 eV



Entry b
Below is a single C2H3ClN2O molecule, with properties calculated with ωB97M-V with the def2-TZVPD basis set.

Geometry as ORCA input:
```
! wB97M-V def2-TZVPD RIJCOSX def2/J DEFGRID3
* xyz 0 1
Cl 1.449 2.713 0.296
N -0.179 1.841 0.345
C 0.117 0.662 1.261
N 0.137 -0.412 0.634
C -0.288 -0.181 -0.678
O -0.295 1.254 -0.860
H 0.293 0.731 2.342
H 0.459 -0.663 -1.381
H -1.236 -0.544 -0.755
*
```

* structure (SMILES): ClN1C=NCO1
* gap between HOMO and LUMO: 9.775 eV
* LUMO energy: 0.1 eV



Most stable: entry b



Entry a
Below is a single C3H8F2N2 molecule, with properties calculated with ωB97M-V with the def2-TZVPD basis set.

Geometry as ORCA input:
```
! wB97M-V def2-TZVPD RIJCOSX def2/J DEFGRID3
* xyz 0 1
C 1.616 -0.692 -0.552
C 0.285 -0.795 0.080
F 0.404 -1.574 1.165
F -0.596 -1.427 -0.707
C -0.307 0.533 0.390
N -0.458 1.319 -0.840
N -1.628 0.417 1.075
H 1.919 -1.671 -0.836
H 2.236 -0.297 0.246
H 1.706 -0.057 -1.532
H 0.482 1.070 0.919
H -1.299 1.025 -1.251
H -0.462 2.348 -0.653
H -1.672 0.023 1.954
H -2.226 -0.222 0.543
*
```

* structure (SMILES): CC(F)(F)C(N)N
* gap between HOMO and LUMO: 10.708 eV
* LUMO energy: 1.0 eV



Entry b
Below is 2 unconnected molecules or ions with the total composition C3H8F2N2, with properties calculated with ωB97M-V with the def2-TZVPD basis set.

Geometry as ORCA input:
```
! wB97M-V def2-TZVPD RIJCOSX def2/J DEFGRID3
* xyz 0 1
C -1.540 -0.322 1.246
C 1.081 0.583 -0.384
C 1.148 -0.596 -1.249
N 0.226 1.622 -0.563
N -0.121 -0.454 1.553
F 1.627 -0.308 -2.536
F 2.123 -1.416 -0.858
H -1.753 0.715 1.009
H -1.852 -0.766 0.158
H -2.170 -0.737 1.925
H 1.744 0.779 0.401
H 0.116 -1.198 -1.522
H -0.081 2.129 0.288
H -0.566 1.400 -1.184
H 0.019 -1.430 1.716
*
```

* gap between HOMO and LUMO (spin up / spin down): 6.946 / 9.378 eV
* LUMO energy (spin up / spin down): -0.3 / 0.3 eV



Most stable: entry a